## i
8
Properties=species:S:1:pos:R:3:nbo_charge:R:1 method="wB97M-V/def2-TZVPD" multiplicity=1 smiles="NC(N)=O" gap_ev=10.8 mol_weight_g_mol=60.06
N 1.046 -0.468 -0.059 -0.847
C 0.139 0.531 -0.066 0.769
N -1.147 0.054 -0.062 -0.861
O 0.452 1.714 -0.030 -0.652
H 0.818 -1.439 0.107 0.388
H 2.025 -0.176 0.026 0.408
H -1.886 0.716 0.126 0.403
H -1.447 -0.932 -0.042 0.391

## ii
8
Properties=species:S:1:pos:R:3:nbo_charge:R:1 method="wB97M-V/def2-TZVPD" multiplicity=1 smiles="[H]/N=C/NO" gap_ev=9.1 mol_weight_g_mol=60.06
H -0.582 -2.012 -1.658 0.356
N -0.854 -0.981 -1.332 -0.699
C 0.165 -0.603 -0.548 0.226
N -0.053 0.649 0.246 -0.341
O 0.708 0.950 1.280 -0.494
H 1.304 -0.855 -0.209 0.182
H -1.025 0.598 0.330 0.350
H -0.007 0.606 2.186 0.420

## iii
8
Properties=species:S:1:pos:R:3:nbo_charge:R:1 method="wB97M-V/def2-TZVPD" multiplicity=1 smiles="NNC=O" gap_ev=11.0 mol_weight_g_mol=60.06
N 1.468 -0.338 0.032 -0.639
N 0.431 0.618 -0.143 -0.441
C -0.847 0.438 0.038 0.495
O -1.285 -0.705 0.001 -0.614
H 1.312 -0.991 0.826 0.351
H 1.380 -0.958 -0.742 0.358
H 0.777 1.568 0.408 0.365
H -1.401 1.432 0.048 0.124

Which of them is the least stable? Correct choice: ii.